(1)
The following is a DFT calculation (the ωB97M-V functional and the def2-TZVPD basis) of 2 unconnected molecules or ions with the total composition C5H12S at a distorted geometry.

XYZ file:
```
18
Properties=species:S:1:pos:R:3:forces:R:3
S 0.022 -1.232 -2.739 -0.6 0.5 -0.2
H -0.643 2.289 3.692 0.4 0.1 0.3
C 0.128 1.511 3.604 0.0 1.0 -0.7
H -1.229 -0.992 -5.153 0.3 0.4 0.2
H 1.749 -0.821 -4.537 0.2 -0.2 0.6
C 0.784 -1.298 -4.393 -0.7 -1.0 -0.7
H 0.822 -2.392 -4.638 0.4 1.1 0.0
H -0.377 -0.711 4.139 0.5 0.7 0.0
H -1.089 -0.075 6.366 -0.2 0.1 -0.2
C -0.825 0.686 5.635 0.0 -0.9 0.1
H 1.066 1.871 4.032 -0.1 0.2 0.0
C -0.204 -0.622 -5.355 -0.9 -1.1 0.0
H -0.064 -1.006 -6.376 0.5 0.6 0.1
C -0.340 0.351 4.437 -0.7 0.0 0.4
H -0.198 0.466 -5.260 0.1 -0.2 -0.3
H 1.047 -1.264 -1.917 0.8 -0.1 0.2
H 0.313 1.522 2.521 -0.2 -1.1 0.2
H -0.963 1.717 5.943 0.2 0.0 0.0
```
Forces are in eV/Å.

Properties
* Kohn-Sham gap: 9.83 eV
* net charge: 0
* HOMO energy: -9.0 eV
* E_tot: -595.82972 Eh
* relative energy (zero: lowest compared OMol25 entry of this formula, charge and spin): 137.33 kJ/mol
* E_LUMO: 0.80 eV
* structure (SMILES): C=CC.CCS

Atom charges from the natural (NBO) analysis, given in e for atoms 1 to 6: -0.06, 0.22, -0.67, 0.21, 0.22, -0.52

=====

(2)
The following is a DFT calculation (the ωB97M-V functional and the def2-TZVPD basis) of C14H10O4S in the gas phase at a distorted geometry.

XYZ file:
```
29
Properties=species:S:1:pos:R:3:forces:R:3
H 2.750 3.375 -2.265 -1.6 -0.6 0.0
H -2.432 -5.611 0.115 0.2 0.5 -0.5
H -0.034 3.022 3.988 0.2 -1.0 -0.7
H -0.522 -1.786 2.550 0.7 1.0 -0.5
C 1.962 1.475 -0.128 -2.9 1.6 2.4
C 0.528 3.291 -3.048 1.8 1.6 -1.8
H -1.247 -3.803 1.770 -0.1 0.0 0.4
H -1.652 2.637 -2.740 2.2 0.5 0.5
H 0.548 3.729 -4.095 0.0 -0.2 1.8
C 1.681 3.027 -2.169 0.2 -0.5 -1.4
O 2.748 2.123 0.571 -0.5 -1.6 -1.8
C 0.693 0.021 1.779 0.4 0.8 0.0
C 0.046 2.419 3.042 1.2 2.1 -0.6
C -1.506 -4.340 -1.499 -2.7 -2.2 1.3
C -0.651 -2.903 -0.107 0.5 2.4 0.3
C -1.283 -3.775 0.709 -0.3 -1.0 -2.5
O -0.891 -3.182 -1.469 2.2 1.7 1.7
C 1.217 2.110 -1.280 0.3 1.3 0.1
C -0.538 2.754 -2.461 -2.5 -0.9 -0.7
C -1.903 -4.709 -0.214 0.8 -0.5 -0.3
O 0.660 -0.713 -0.211 0.8 -0.3 -4.4
C -0.003 -1.233 1.736 -0.7 0.0 2.7
C 0.007 -1.650 0.482 -0.2 -0.5 -2.5
C 1.150 0.346 0.489 -0.7 -2.3 2.4
H 0.728 3.024 2.348 -1.3 -0.6 0.7
H -0.944 2.273 2.657 -0.4 0.2 -0.4
O -0.184 2.059 -1.385 1.4 -1.7 1.3
S 0.823 0.852 3.303 0.7 -0.6 1.3
H -1.753 -4.833 -2.470 0.4 0.9 1.0
```
Forces are in eV/Å.

Properties
* Kohn-Sham gap: 7.61 eV
* net charge: 0
* HOMO energy: -8.1 eV
* E_tot: -1238.48354 Eh
* relative energy (zero: lowest compared OMol25 entry of this formula, charge and spin): 455.48 kJ/mol
* E_LUMO: -0.52 eV
* structure (SMILES): CSc1cc(-c2ccco2)oc1C(=O)c1ccco1

Atom charges from the natural (NBO) analysis, given in e for atoms 1 to 6: 0.25, 0.23, 0.24, 0.24, 0.50, -0.34

=====

(3)
The following is a DFT calculation (the ωB97M-V functional and the def2-TZVPD basis) of H2N2O2 in the gas phase at a distorted geometry.

XYZ file:
```
6
Properties=species:S:1:pos:R:3:forces:R:3
H -0.361 1.367 -1.383 -2.7 -1.1 -2.4
H -0.302 -1.694 0.685 0.1 0.1 -0.6
N -0.333 -1.064 -0.135 -1.4 -2.5 -0.7
O 0.145 1.132 -0.657 3.4 0.1 3.5
O 0.683 0.301 1.235 1.5 0.5 2.8
N 0.168 -0.042 0.255 -1.0 3.0 -2.6
```
Forces are in eV/Å.

Properties
* Kohn-Sham gap: 11.92 eV
* net charge: 0
* HOMO energy: -11.2 eV
* E_tot: -261.02599 Eh
* relative energy (zero: lowest compared OMol25 entry of this formula, charge and spin): 260.55 kJ/mol
* E_LUMO: 0.73 eV
* structure (SMILES): [H]/N=[N+](\[O-])O

natural (NBO) analysis output, partial charges in e: 0.50, 0.35, -0.44, -0.66, -0.35, 0.60

=====

- What is the HOMO energy in the first record?
  -9.0 eV

=====

- Which formula does entry 2 have?
  C14H10O4S

=====

- HOMO energy of number 3 (H2N2O2)?
  -11.2 eV

=====

- What is the Kohn-Sham gap in the second record?
  7.61 eV